Entry 1:
One molecule with the formula C11H17N9 at a distorted geometry, computed with ωB97M-V/def2-TZVPD.

Structure (ORCA input):
```
! wB97M-V def2-TZVPD RIJCOSX def2/J DEFGRID3
* xyz 0 1
N 0.14608 -1.24280 2.82105
N -0.50208 2.16582 4.89368
N 0.53953 -0.64360 -1.54305
N 0.42227 1.24124 1.51327
N -0.10550 3.48340 3.14423
N -0.60887 -1.66006 -3.99269
N -0.84559 0.93425 6.68375
N -0.37637 -0.19573 4.79547
N 0.58457 -1.12656 1.57388
C -0.10856 -0.96271 -5.16061
C 0.42768 -2.40248 -3.27230
C -0.03358 -0.08650 3.52153
C -0.13640 2.23538 3.63471
C 0.70757 0.05603 0.90732
C -0.57180 0.07503 -2.16613
C 1.32423 -1.50822 -2.44195
C 0.11320 1.15141 2.83367
C -1.46013 -0.91951 -3.01212
C -0.48032 0.94903 5.41160
C 1.28238 0.08661 -0.51396
H -0.91351 -0.51088 -5.74567
H -1.22648 0.51815 -1.42084
H -0.17290 3.51956 2.12208
H 0.58024 -0.10703 -4.92789
H -2.25253 -0.38929 -3.51934
H -1.24566 0.04845 6.85025
H 1.02491 -3.04069 -3.93672
H 0.46814 -1.60144 -5.82821
H -0.61355 4.15782 3.68553
H -1.33998 1.75664 6.95171
H 2.04282 -2.10955 -1.90682
H -0.07296 -3.05834 -2.53449
H 2.29860 -0.27926 -0.40805
H 1.92071 -0.88522 -3.10762
H 1.30862 1.12744 -0.77750
H -0.16763 0.86511 -2.79493
H -1.95718 -1.64148 -2.33285
*
```

DFT total energy = -25092.5280 eV
energy above the lowest of the compared OMol25 structures with the same formula, charge and spin = 0.000 eV
orbital gap = 0.258 hartree
highest occupied orbital energy = -7.93 eV
SMILES string = CN1CCN(Cc2nnc3nc(N)nc(N)c3n2)CC1

Quick look at the Löwdin charges, all values in e: 0.119, 0.185, -0.161, 0.195, 0.164, -0.219, 0.160, 0.171, 0.090, -0.114, -0.193, -0.281, -0.356, -0.267, -0.157, -0.181, -0.157, -0.133, -0.511, -0.128, 0.080, 0.112, 0.109, 0.079, 0.103, 0.092, 0.121, 0.080, 0.106, 0.099, 0.115, 0.124, 0.121, 0.107, 0.102, 0.105, 0.121

=====

Entry 2:
C17H30F6N4O6PRuS5Sb as an isolated structure, computed with ωB97M-V/def2-TZVPD.

Structure (ORCA input):
```
! wB97M-V def2-TZVPD RIJCOSX def2/J DEFGRID3
* xyz -2 5
Sb 2.98971 3.79670 2.45465
Ru 1.26136 1.78422 1.28686
S 1.85926 5.74244 3.01342
S 4.78422 -0.29551 0.64283
S 2.35624 3.52401 0.07086
S 1.48452 1.91937 3.52834
S 2.91242 -2.06956 1.75847
P -1.68000 -1.01991 -0.82197
F 3.44692 -0.93467 4.05571
F 3.93376 -3.03498 3.98953
F 6.84640 1.18591 1.12355
F 7.14034 -0.89144 1.64035
F 1.86676 -2.41151 4.09789
F 5.93328 0.37333 2.90606
O 5.30380 -0.52415 -0.67600
O 1.89940 -1.08350 1.49557
O -0.77958 3.18211 -0.17117
O 3.89247 0.82041 0.84727
O -1.28616 -1.08332 0.60083
O 2.65230 -3.44180 1.41309
N 4.37236 -1.65933 1.33746
N -0.73313 -0.09509 -1.80149
N -1.70329 -2.55925 -1.49152
N -3.21047 -0.41066 -1.07861
C 3.05885 -2.10626 3.57854
C -0.29638 -4.05086 -0.29401
C -4.49712 0.39891 0.81442
C -1.22965 0.94600 -2.72219
C 6.25193 0.11035 1.64449
C 0.67812 0.16220 -1.47437
C 0.01602 1.28043 -3.52665
C -0.89583 4.59333 -0.40003
C -4.36254 -1.29418 -0.87250
C 0.38267 -3.75091 -1.64766
C -0.68374 -2.98418 -2.46169
C 1.12540 1.24058 -2.47624
C -3.47038 0.80861 -0.26841
C -4.72015 -1.10360 0.59994
C -1.05991 3.55791 2.18597
C -1.75718 -3.66574 -0.51591
C -0.49145 2.72302 1.08289
H -0.07668 5.12107 0.08901
H 0.81898 0.55412 -0.46314
H -1.15569 -3.65031 -3.19010
H -1.57483 1.82339 -2.17075
H -4.11758 -2.31871 -1.14872
H -1.86080 4.97407 -0.06027
H -5.43283 0.94501 0.67520
H -2.24907 -3.34866 0.39971
H -1.09066 2.97592 3.10333
H -5.73805 -1.42076 0.83734
H -4.02118 -1.67445 1.21243
H -0.17774 -5.09010 0.01439
H 1.19776 2.19393 -1.95379
H 1.28013 -3.14991 -1.49550
H -0.81162 4.72639 -1.47827
H 0.17487 0.51210 -4.28994
H -5.18465 -0.95794 -1.51463
H 0.12398 -3.41557 0.48218
H -3.86395 1.59743 -0.91205
H -2.54128 1.16988 0.17231
H -0.28937 -2.12205 -2.99452
H -0.06308 2.24912 -4.02305
H -2.32767 -4.48999 -0.96060
H -0.42095 4.43175 2.39143
H 2.10693 1.01799 -2.89355
H -4.12300 0.62160 1.81220
H -2.06604 3.90495 1.92666
H -2.04806 0.56257 -3.32915
H 0.68170 -4.66289 -2.16753
H 1.25888 -0.75940 -1.53921
*
```

DFT total energy = -125253.1325 eV
energy above the lowest of the compared OMol25 structures with the same formula, charge and spin = 1.419 eV
orbital gap (alpha / beta) = 0.191 / 0.210 hartree
highest occupied orbital energy (alpha / beta) = -1.02 / -1.52 eV
<S²> = 6.045

Quick look at the Löwdin charges, all values in e: 0.209, 0.547, -0.456, 0.572, -0.118, -0.127, 0.559, 0.536, 0.121, 0.116, 0.127, 0.116, 0.126, 0.138, -0.291, -0.338, -0.275, -0.405, -0.257, -0.295, -0.296, -0.177, -0.192, -0.191, -0.696, -0.164, -0.160, -0.197, -0.696, -0.181, -0.175, -0.114, -0.211, -0.152, -0.198, -0.167, -0.188, -0.182, -0.179, -0.220, -0.441, 0.055, 0.026, 0.101, 0.096, 0.095, 0.075, 0.096, 0.098, 0.027, 0.098, 0.099, 0.104, 0.032, 0.094, 0.081, 0.102, 0.109, 0.087, 0.108, 0.083, 0.094, 0.104, 0.107, -0.002, 0.112, 0.107, 0.068, 0.106, 0.096, 0.110

=====

Entry 3:
C6H13BaO5 as an isolated structure at a distorted geometry, computed with ωB97M-V/def2-TZVPD.

Structure (ORCA input):
```
! wB97M-V def2-TZVPD RIJCOSX def2/J DEFGRID3
* xyz 0 2
Ba -0.71769 1.04526 -4.09798
O -2.59413 1.35026 -4.80013
O -1.70704 2.93452 -2.82627
O 1.83741 0.27146 3.77924
O 1.13195 2.43208 4.30873
O 0.34933 1.24315 -2.42598
C -1.20619 2.82061 -1.47195
C 0.16035 2.23267 -1.55379
C -0.24056 2.12383 4.42526
C -3.12000 2.91065 -3.03111
C -3.34044 2.48153 -4.48254
C 1.83633 1.62498 3.41567
H 1.02876 2.76060 -1.14584
H -1.91738 2.16204 -0.93261
H 0.99774 -0.13817 3.55288
H 1.43952 1.75498 2.37775
H -3.07854 3.33751 -5.13839
H -4.42693 2.31175 -4.61024
H -3.56297 2.16926 -2.34362
H -3.55417 3.89968 -2.82020
H -0.68057 1.89735 3.43818
H -0.74151 3.00082 4.84911
H -0.40755 1.26368 5.09459
H 2.87823 1.96440 3.45906
H -1.20546 3.80351 -0.97905
*
```

DFT total energy = -17359.6584 eV
orbital gap (alpha / beta) = 0.232 / 0.308 hartree
highest occupied orbital energy (alpha / beta) = -6.31 / -8.45 eV
<S²> = 0.753

Quick look at the Löwdin charges, all values in e: 2.145, -0.764, -0.365, -0.024, -0.161, -0.717, -0.220, -0.293, -0.112, -0.216, -0.373, -0.318, 0.088, 0.119, 0.082, 0.131, 0.110, 0.112, 0.124, 0.129, 0.090, 0.090, 0.088, 0.133, 0.124

=====

Entry 4:
A 2-piece molecular cluster, C5H10O overall, computed with ωB97M-V/def2-TZVPD.

Structure (ORCA input):
```
! wB97M-V def2-TZVPD RIJCOSX def2/J DEFGRID3
* xyz 0 1
O 1.72530 -1.55508 0.21802
C -1.19818 -1.17172 -0.20154
C -0.31271 -0.21059 0.53383
C 0.96519 -0.50148 0.63901
C 2.12633 -0.80386 1.40479
C -0.66038 1.51533 -1.76586
H -2.18964 -0.77283 -0.41816
H -0.71289 0.65578 1.05001
H -0.77358 0.83241 -2.61163
H 3.07734 -0.28958 1.35199
H 0.16642 1.16902 -1.15179
H 1.89342 -1.33669 2.32429
H -1.31553 -2.03374 0.46422
H -1.57656 1.49984 -1.16504
H -0.45030 2.53080 -2.09945
H -0.74294 -1.53731 -1.12690
*
```

DFT total energy = -7391.8056 eV
energy above the lowest of the compared OMol25 structures with the same formula, charge and spin = 2.960 eV
orbital gap = 0.355 hartree
highest occupied orbital energy = -8.67 eV
SMILES string = C/C=C1/CO1.C

Quick look at the Löwdin charges, all values in e: 0.021, -0.095, -0.160, -0.324, -0.044, -0.050, 0.070, 0.115, 0.031, 0.108, -0.004, 0.116, 0.083, 0.024, 0.022, 0.086